DFT (ωB97M-V/def2-TZVPD) results for a 2-piece molecular cluster, C18H17Cl3FN2O3 overall.

The geometry in XYZ format:
```
44
Properties=species:S:1:pos:R:3:forces:R:3
C -4.5784 5.0213 -1.3696 0.19 -0.25 -0.14
C -3.5670 4.6646 -1.9121 -0.06 -0.04 0.48
C -2.2656 4.1744 -2.3894 -0.44 0.28 -0.08
C -1.7974 2.8286 -1.7492 0.12 0.56 -0.77
C -2.6775 2.3645 -0.5955 -0.04 -0.16 0.13
N -2.1557 1.1548 0.0180 -0.65 0.75 -0.33
C -2.3508 -0.0921 -0.5099 1.00 -0.36 0.62
O -3.3299 -0.5115 -1.0891 -0.08 0.18 -0.52
C -1.1038 -0.8415 -0.1522 -0.17 0.15 0.16
C -0.7288 -2.0913 -0.5828 -0.08 -0.20 0.04
N -1.5436 -2.8736 -1.4449 -0.25 0.20 0.69
C 0.5091 -2.5552 -0.1352 0.12 0.04 -0.01
C 1.3175 -1.8136 0.7184 -0.05 0.36 0.11
C 2.6763 -2.3465 1.1675 -0.40 -0.56 -0.79
Cl 3.9757 -1.2575 0.5452 0.02 -0.04 0.22
C 2.9799 -3.7996 0.7040 0.90 0.39 0.37
C 3.9274 -3.9575 -0.4785 -0.48 -0.89 -0.17
Cl 3.8005 -4.6225 2.1082 -0.21 -0.16 -0.06
C 0.9010 -0.5346 1.1927 0.32 -0.09 -0.14
C 1.7551 0.2659 2.1477 -1.14 0.16 0.74
C 2.1088 1.6336 1.6301 0.55 0.04 -0.68
O 2.5613 1.8572 0.5459 -0.19 -0.01 -0.13
F 1.9352 2.6318 2.4741 0.65 -0.06 -0.37
C -0.3243 -0.0760 0.7230 0.00 -0.27 0.04
C -1.1143 1.2019 0.9847 0.41 -0.93 -0.49
O -1.0055 2.0433 1.8110 0.13 0.54 -0.98
H -5.4663 5.2339 -0.8242 -0.02 0.16 -0.14
H -1.5447 4.9726 -2.2034 0.08 -0.10 0.05
H -2.3417 4.0808 -3.4748 0.17 -0.09 0.01
H -0.7578 2.9796 -1.4544 -0.06 -0.21 0.29
H -1.7837 2.1053 -2.5677 -0.06 -0.28 0.27
H -3.6692 2.1358 -0.9806 -0.11 0.17 0.22
H -2.7131 3.1478 0.1586 -0.24 -0.11 0.10
H -1.7493 -3.7487 -0.9720 0.22 -0.17 -0.26
H -2.4435 -2.3993 -1.5081 0.06 0.03 -0.31
H 0.8201 -3.5235 -0.5029 0.02 0.05 -0.06
H 2.7326 -2.3547 2.2517 0.07 0.31 -0.01
H 2.0782 -4.3694 0.5272 -0.08 0.05 0.28
H 3.8529 -4.9996 -0.8061 0.03 0.04 0.00
H 3.6404 -3.3399 -1.3280 0.10 0.21 0.12
H 4.9588 -3.8123 -0.1744 -0.02 0.40 -0.13
H 1.1745 0.4481 3.0745 -0.07 0.09 -0.05
H 2.6530 -0.2612 2.4470 0.16 0.19 -0.14
Cl 0.0996 1.9931 4.2425 -0.41 -0.37 1.82
```
Forces are in eV/Å.

Summary:
gap between HOMO and LUMO	5.87	eV
total charge	-1

=====

DFT (ωB97M-V/def2-TZVPD) results for C60H50I2N3O4PSe2TaTe as an isolated structure.

The geometry in XYZ format:
```
124
Properties=species:S:1:pos:R:3:forces:R:3
Ta -0.4372 -1.0726 -0.3030 -0.10 -1.84 0.91
I 2.0200 -3.0568 -3.7918 0.05 0.07 0.05
C 3.1532 -2.1514 -2.2958 0.00 -0.04 -0.31
C 4.5669 -2.1927 -2.3437 -0.17 -0.04 -0.07
C 5.3065 -1.6476 -1.3378 0.11 0.04 0.09
I 7.3833 -1.7240 -1.4979 0.06 0.01 0.01
C 4.6792 -1.0679 -0.2000 0.02 0.04 0.04
C 5.3523 -0.5683 0.9412 0.12 -0.08 -0.17
C 4.6334 -0.1220 2.0062 -0.07 0.08 0.22
C 3.2240 -0.1474 1.9481 -0.03 -0.05 -0.13
N 2.5546 -0.5550 0.8948 0.22 0.07 0.04
C 3.2712 -1.0147 -0.1716 -0.18 0.04 0.29
C 2.5189 -1.5257 -1.2640 -1.08 0.01 0.34
O 1.1686 -1.4233 -1.1890 2.71 -0.08 -0.96
H 5.0558 -2.6634 -3.1880 -0.08 0.03 0.06
H 6.4351 -0.5693 0.9660 -0.05 -0.01 -0.02
H 5.1272 0.2349 2.9025 -0.06 -0.02 -0.07
H 2.6424 0.1754 2.8083 0.06 -0.03 -0.06
C 2.7924 3.9522 4.7888 -0.13 -0.10 -0.07
C 1.8741 2.9951 4.0609 0.13 0.13 0.01
C 1.1533 2.0253 4.7344 0.00 0.06 0.31
C 0.3336 1.1424 4.0482 -0.14 -0.13 0.29
C -0.3094 0.0302 4.8565 -0.14 0.03 0.01
O 0.4034 -0.6028 5.6041 0.07 0.01 -0.03
C -1.7783 -0.2349 4.7798 0.22 0.13 -0.06
C -2.2698 -1.3763 5.4084 -0.01 -0.21 0.08
C -3.6259 -1.6581 5.3777 -0.02 0.01 -0.02
C -4.4999 -0.7920 4.7230 0.00 -0.07 0.05
C -4.0149 0.3553 4.1109 -0.01 0.00 -0.01
C -2.6564 0.6360 4.1450 -0.06 0.07 -0.07
C 0.2572 1.2070 2.6691 0.07 0.22 -0.09
O -0.2910 0.0757 2.1176 -0.09 -0.58 -0.16
C 0.9371 2.1781 1.9333 0.15 0.27 -0.42
C 1.7336 3.0576 2.6782 -0.01 0.12 -0.14
C 0.9340 2.3348 0.4282 -0.15 -0.07 0.16
N 0.4519 1.4693 -0.3940 0.60 -0.04 -0.31
C 0.4809 1.8077 -1.8476 -0.07 0.88 0.67
C -0.6618 2.7656 -2.1959 0.17 -0.11 0.16
Te -0.8411 3.0715 -4.3056 -0.08 -0.11 -0.06
C 0.0458 4.9772 -4.2651 0.14 0.05 -0.02
C -0.7223 6.1002 -3.9639 0.17 0.11 0.02
C -0.1267 7.3575 -3.9326 0.05 -0.08 -0.01
C 1.2296 7.4961 -4.2109 -0.04 -0.04 0.00
C 1.9937 6.3762 -4.5190 -0.05 -0.06 0.03
C 1.4052 5.1141 -4.5463 -0.05 0.24 0.02
C 1.5408 3.6372 -0.0417 0.11 -0.32 -0.03
C 2.8320 3.6544 -0.5667 -0.02 -0.03 0.03
C 3.4168 4.8569 -0.9433 -0.08 -0.02 0.02
C 2.7091 6.0462 -0.8035 0.09 -0.05 -0.04
C 1.4212 6.0285 -0.2887 -0.06 -0.01 0.01
C 0.8421 4.8272 0.1013 -0.14 0.15 0.07
H 2.9719 3.6260 5.8150 -0.04 0.01 -0.11
H 2.3612 4.9558 4.8265 0.00 -0.07 -0.01
H 3.7551 4.0301 4.2806 -0.04 -0.01 0.01
H 1.2307 1.9249 5.8147 0.02 0.01 -0.16
H -1.5723 -2.0303 5.9227 -0.08 0.05 -0.07
H -4.0055 -2.5502 5.8659 0.04 0.11 -0.05
H -5.5638 -1.0077 4.7030 0.13 0.01 -0.01
H -4.6939 1.0338 3.6079 0.04 -0.03 0.05
H -2.2893 1.5446 3.6866 0.02 0.00 -0.04
H 2.3006 3.8118 2.1500 -0.01 0.01 0.00
H 0.4273 0.8793 -2.4019 0.72 0.51 0.13
H 1.3985 2.2855 -2.1524 0.48 0.11 0.11
H -0.4699 3.7450 -1.7542 -0.02 -0.09 -0.17
H -1.6163 2.4164 -1.8211 -0.13 -0.18 0.07
H -1.7814 5.9963 -3.7581 0.05 0.00 -0.02
H -0.7267 8.2300 -3.7028 0.03 -0.03 -0.01
H 1.6879 8.4803 -4.1987 -0.05 -0.11 0.00
H 3.0503 6.4825 -4.7435 -0.09 -0.01 0.01
H 2.0002 4.2437 -4.7983 -0.04 0.04 0.03
H 3.3814 2.7220 -0.6628 -0.01 0.06 -0.01
H 4.4237 4.8639 -1.3446 -0.07 0.00 0.03
H 3.1653 6.9868 -1.0906 -0.04 -0.08 -0.01
H 0.8657 6.9531 -0.1823 0.03 -0.06 -0.01
H -0.1583 4.8194 0.5269 0.10 0.00 -0.04
Se -2.7925 -2.3018 -0.6769 0.50 0.02 0.11
P -2.6945 -1.7642 -2.7889 -0.32 0.17 0.06
Se -1.1078 -0.3036 -2.8529 -1.23 -0.90 -0.19
C -4.2951 -1.1205 -3.2839 -0.14 0.06 -0.05
C -4.4830 0.2361 -3.5313 -0.27 -0.08 -0.05
C -5.7591 0.7062 -3.8337 0.11 -0.07 0.01
C -6.8319 -0.1745 -3.8754 0.00 0.08 0.00
C -6.6396 -1.5309 -3.6313 -0.02 -0.07 -0.01
C -5.3733 -2.0089 -3.3380 0.00 0.09 -0.07
C -2.3043 -3.1407 -3.8584 0.02 -0.24 -0.05
C -1.7812 -2.8657 -5.1238 -0.04 -0.28 -0.02
C -1.4826 -3.9183 -5.9777 -0.02 0.01 0.10
C -1.7078 -5.2319 -5.5697 0.03 0.05 -0.07
C -2.2314 -5.4971 -4.3128 -0.02 -0.08 0.01
C -2.5283 -4.4501 -3.4499 0.04 -0.08 -0.05
H -3.6473 0.9211 -3.4958 0.06 0.03 0.03
H -5.9066 1.7613 -4.0373 0.00 -0.10 0.03
H -7.8275 0.1954 -4.0996 0.12 -0.04 0.00
H -7.4798 -2.2166 -3.6768 0.10 0.08 0.02
H -5.2212 -3.0680 -3.1559 -0.02 0.04 0.00
H -1.6025 -1.8448 -5.4363 0.03 0.03 0.00
H -1.0673 -3.7148 -6.9577 -0.04 -0.02 0.05
H -1.4717 -6.0527 -6.2392 -0.02 0.09 0.06
H -2.4080 -6.5215 -4.0017 0.03 0.11 -0.02
H -2.9195 -4.6519 -2.4585 0.02 0.00 -0.05
O -2.0663 0.9922 1.0366 0.15 -0.28 0.76
N -1.2596 0.1133 1.0613 -1.25 1.43 0.39
C -0.2707 -4.9562 0.4331 0.07 0.00 0.03
C -0.3629 -3.9718 1.6175 0.05 0.12 0.26
C -1.7973 -4.0308 2.2097 0.10 0.02 0.09
C -0.0187 -2.5809 1.1316 -0.98 0.38 -1.62
C 0.6140 -4.3390 2.7394 -0.03 0.06 0.14
C 1.3698 -5.5040 2.7512 0.10 -0.07 0.08
C 2.2316 -5.7768 3.8145 -0.01 0.06 0.01
C 2.3458 -4.8901 4.8765 0.00 -0.05 -0.07
C 1.5908 -3.7205 4.8751 -0.01 0.03 0.00
C 0.7382 -3.4553 3.8153 0.02 0.00 0.04
H -0.9974 -4.6922 -0.3313 -0.02 0.06 -0.06
H -0.4976 -5.9715 0.7819 0.03 0.20 -0.05
H 0.7280 -4.9575 -0.0180 -0.15 0.00 0.07
H -2.5561 -3.9600 1.4344 0.00 0.02 -0.07
H -1.9636 -3.2301 2.9360 0.04 -0.09 -0.05
H -1.9232 -4.9892 2.7229 0.03 0.10 -0.06
H 0.9091 -2.2252 1.6014 -0.11 0.19 -0.03
H 1.3073 -6.2162 1.9357 0.01 0.08 0.10
H 2.8176 -6.6903 3.8051 -0.06 0.09 0.00
H 3.0200 -5.1059 5.6990 -0.08 0.02 -0.08
H 1.6601 -3.0112 5.6949 0.00 -0.08 -0.10
H 0.1568 -2.5347 3.8262 0.04 -0.11 0.00
```
Forces are in eV/Å.

Summary:
gap between HOMO and LUMO	5.73	eV
total charge	+1

=====

DFT (ωB97M-V/def2-TZVPD) results for a 2-piece molecular cluster, CH3NO2S overall.

The geometry in XYZ format:
```
8
Properties=species:S:1:pos:R:3:forces:R:3
C 2.2797 -0.2436 0.1937 1.01 -0.73 0.68
N 0.9927 -0.2068 0.2102 0.32 0.31 -0.14
O -3.8545 0.2848 -0.9982 -1.70 1.49 -1.32
O 0.0812 -0.0811 -0.6196 1.50 -0.24 0.83
S -2.8491 -0.0673 -0.0244 2.47 -1.28 2.46
H 2.9400 -0.3902 1.2026 -2.19 0.47 -2.66
H 2.7935 -0.2848 -0.8144 -0.52 0.21 1.28
H -2.3835 0.9889 0.8502 -0.90 -0.22 -1.13
```
Forces are in eV/Å.

Summary:
gap between HOMO and LUMO (spin up / spin down)	9.38 / 7.74	eV
total charge	0

=====

DFT (ωB97M-V/def2-TZVPD) results for one molecule with the formula C4H8N2.

The geometry in XYZ format:
```
14
Properties=species:S:1:pos:R:3:forces:R:3
C 1.7193 -1.1078 0.0155 -1.43 -0.65 0.23
C 1.0697 0.2342 -0.0858 2.76 1.02 1.30
C 1.9236 1.3867 -0.0739 -1.38 0.36 0.36
C -0.2606 0.3803 0.0461 -0.74 2.33 -1.03
H 1.1358 -1.6624 0.8538 1.37 0.38 -1.41
H 2.7959 -0.9929 0.2005 -0.52 -0.26 0.04
H 1.5289 -1.5526 -0.9727 0.38 -0.75 0.39
H -1.2511 -1.5094 -0.4463 0.08 3.58 1.30
H 1.2831 2.3188 0.1979 0.56 -1.15 -0.63
H -0.5752 1.4584 0.0298 0.09 -1.09 0.47
H -2.8976 0.2305 1.0209 0.90 0.51 -3.84
H -2.6134 1.1011 -0.6634 0.37 -2.52 2.10
N -1.2818 -0.4542 -0.0532 -1.52 -2.16 -1.20
N -2.5768 0.1693 -0.0692 -0.93 0.40 1.91
```
Forces are in eV/Å.

Summary:
gap between HOMO and LUMO	7.79	eV
total charge	0